Record 1
ORCA calculation (the ωB97M-V functional and the def2-TZVPD basis) on C4H5NO in the gas phase.

Calculated values
* LUMO: 0.82 eV
* spin multiplicity: 1
* gap between HOMO and LUMO: 9.11 eV
* E_HOMO: -8.29 eV

Structure (XYZ):
```
11
C4H5NO, DFT the ωB97M-V functional and the def2-TZVPD basis
C -1.721 -0.619 -0.068
C -0.380 -0.005 -0.040
C -0.014 1.256 0.280
N 1.389 1.146 0.183
C 1.794 -0.077 -0.174
O 0.730 -0.811 -0.362
H -1.802 -1.468 0.615
H -2.432 0.151 0.248
H -1.983 -0.943 -1.076
H 1.658 1.907 0.776
H 2.760 -0.537 -0.382
```

Atomic partial charges in e from the Mulliken method, atoms 1 to 4: -1.10, 0.59, -0.72, -0.01

---

Record 2
ORCA calculation (the ωB97M-V functional and the def2-TZVPD basis) on C4H5NO as an isolated structure.

Calculated values
* LUMO: 0.06 eV
* spin multiplicity: 1
* gap between HOMO and LUMO: 10.67 eV
* E_HOMO: -10.62 eV

Structure (XYZ):
```
11
C4H5NO, DFT the ωB97M-V functional and the def2-TZVPD basis
C -0.917 -0.273 0.796
C 0.029 0.669 0.811
C 1.497 -0.840 -0.837
O 1.696 -1.823 -0.301
C -0.117 1.879 0.050
N -0.251 2.843 -0.580
H -1.835 -0.150 0.230
H -0.406 -1.083 -1.255
H -0.768 -1.220 1.306
H 0.970 0.534 1.336
H 0.101 -0.535 -1.557
```

Atomic partial charges in e from the Mulliken method, atoms 1 to 4: -0.82, -0.30, 0.08, -0.20

---

Record 3
ORCA calculation (the ωB97M-V functional and the def2-TZVPD basis) on C4H5NO in the gas phase.

Calculated values
* LUMO: 0.87 eV
* SMILES: Nc1ccco1
* spin multiplicity: 1
* gap between HOMO and LUMO: 8.71 eV
* E_HOMO: -7.84 eV

Structure (XYZ):
```
11
C4H5NO, DFT the ωB97M-V functional and the def2-TZVPD basis
C -0.039 0.060 -0.709
C 0.851 -0.031 0.355
C 0.184 -0.313 1.629
C -1.046 -0.695 1.312
H 1.077 1.035 -2.158
H -0.513 0.488 -2.718
H 1.754 0.585 0.101
H 0.862 -0.263 2.429
H -1.988 -1.188 1.783
N 0.019 0.795 -1.894
O -1.161 -0.474 -0.129
```

Atomic partial charges in e from the Mulliken method, atoms 1 to 4: 0.55, -0.42, -0.25, -0.44

---

Record 4
ORCA calculation (the ωB97M-V functional and the def2-TZVPD basis) on C4H5NO in the gas phase.

Calculated values
* LUMO: 0.83 eV
* SMILES: N#CC[C@H]1CO1
* spin multiplicity: 1
* gap between HOMO and LUMO: 11.90 eV
* E_HOMO: -11.07 eV

Structure (XYZ):
```
11
C4H5NO, DFT the ωB97M-V functional and the def2-TZVPD basis
N 3.030 0.441 0.332
C 2.004 -0.047 0.116
C 0.722 -0.693 -0.171
C -0.496 -0.081 0.500
C -1.385 0.803 -0.242
O -1.669 -0.586 -0.113
H 0.776 -1.735 0.161
H 0.571 -0.722 -1.257
H -0.472 0.013 1.583
H -2.120 1.429 0.261
H -0.962 1.178 -1.168
```

Atomic partial charges in e from the Mulliken method, atoms 1 to 4: -0.38, 0.23, -0.49, 0.04